53
Properties=species:S:1:pos:R:3 method="wB97M-V/def2-TZVPD" orbital_gap_ev=7.55 relative_energy_kcal_mol=76.90 energy_ha=-1301.2644 lumo_ev=-0.29
C -1.162 -3.534 2.236
C -0.186 -2.869 1.592
C -0.493 -1.738 0.664
C -1.362 -1.991 -0.343
O -1.579 -1.136 -1.325
H -1.074 -4.145 3.076
H -2.215 -3.550 1.992
H 0.899 -3.100 1.655
H -0.045 -0.733 0.623
H -1.924 -2.849 -0.592
H -0.987 -0.349 -1.502
H 2.294 2.446 0.291
H 2.641 1.008 -0.346
O 2.235 1.926 -0.452
H 0.685 1.392 -0.942
H -0.786 1.512 -0.750
O -0.156 1.115 -1.373
H 2.178 -0.488 -2.514
H 0.822 0.306 -2.565
O 1.382 -0.255 -3.007
H 4.068 -0.486 -1.875
H 5.014 -1.114 -0.704
O 4.103 -1.193 -1.149
H -0.715 4.320 -1.914
H -2.133 4.483 -2.012
O -1.429 4.136 -2.563
H -3.582 1.475 -2.780
H -4.098 2.475 -1.620
O -4.013 1.553 -1.848
H 1.872 -1.129 2.642
H 2.613 -1.561 1.344
O 2.100 -0.868 1.717
H 3.194 -2.732 -2.072
H 2.275 -2.780 -3.230
O 2.982 -3.202 -2.859
H -2.008 0.212 -4.289
H -1.454 1.515 -3.513
O -2.244 1.215 -4.152
H 2.584 1.602 3.612
H 2.161 0.865 2.351
O 2.323 1.747 2.648
H -3.732 -0.545 0.463
H -3.561 0.778 -0.170
O -3.642 0.342 0.714
H 1.259 0.594 4.458
H 0.389 -0.406 3.885
O 1.275 -0.299 4.152
H -2.544 0.378 2.168
H -2.443 -0.969 2.075
O -2.104 -0.273 2.699
H 0.890 2.421 1.697
H -0.586 2.230 2.314
O 0.019 2.249 1.391